# C3H2NO2P

A molecular structure, C3H2NO2P (ωB97M-V with the def2-TZVPD basis set, OMol25).

* HOMO level (alpha / beta): -6.724 / -10.015 eV
* maximum force: 6.41 eV Å⁻¹
* relative energy (zero: lowest compared OMol25 entry of this formula, charge and spin): 140.8 kJ/mol
* calculated total energy: -18010.48501 eV
* total charge: 0
* spin multiplicity: 3
* gap between HOMO and LUMO (alpha / beta): 6.98 / 6.13 eV

Structure (XYZ):
```
9
Properties=species:S:1:pos:R:3:mulliken_charge:R:1
C 0.461 0.356 1.017 -0.45
C -0.960 0.310 0.632 -0.27
C 1.345 0.870 0.205 0.65
N 0.186 -1.851 -2.158 -0.30
O 2.196 1.305 -0.472 -0.34
O -1.330 0.189 -0.534 -0.37
P -1.220 -1.440 -2.087 0.28
H 0.919 -0.024 1.931 0.34
H -1.598 0.286 1.466 0.45
```